Formula: C3H6N2O2
Source: the OMol25 dataset
Level of theory: ωB97M-V with the def2-TZVPD basis set

Positions of all 13 atoms, in Å:
O 0.425 0.307 0.242
C 0.474 0.292 2.580
H -1.047 -0.558 -0.763
H -0.097 0.044 3.594
H 1.333 -0.347 2.575
C -0.410 0.013 1.300
N 0.568 0.124 -1.987
C -0.068 -0.149 -0.918
H -1.010 0.022 -3.165
N 0.023 -0.493 -3.145
H 0.652 -0.169 -3.912
H 0.671 1.405 2.489
O -1.513 -0.489 1.111

## Properties
**HOMO-LUMO gap**: 0.362 Eh
**Structure (SMILES)**: CC(=O)O/C=N/N
**Net charge**: 0



Formula: C7H10
Source: the OMol25 dataset
Level of theory: ωB97M-V with the def2-TZVPD basis set

Positions of all 17 atoms, in Å:
C -1.146 -0.405 -1.306
C 0.915 -0.788 0.324
H 1.571 -1.599 0.641
H -1.344 1.559 1.028
H 2.335 0.885 0.165
H 0.228 1.737 1.791
C -0.318 1.176 1.008
H -0.433 -0.796 2.146
H 1.786 0.273 -1.388
H -0.668 -0.704 -2.250
C -0.501 -1.076 -0.104
C 0.470 1.581 -0.210
H -0.825 -2.104 0.029
C 1.460 0.454 -0.358
H -1.113 0.703 -1.303
C -0.228 -0.328 1.184
H -2.205 -0.687 -1.349

## Properties
**HOMO-LUMO gap**: 0.325 Eh
**Net charge**: 0



Formula: C33H35BBrN9O4Tm
Source: the OMol25 dataset
Level of theory: ωB97M-V with the def2-TZVPD basis set

Positions of all 84 atoms, in Å:
H 0.835 -5.273 -1.031
C -1.654 -1.348 2.157
H -1.633 4.166 3.573
C -3.018 0.674 -1.128
C -4.889 4.866 -5.164
H 3.868 -1.782 -2.595
C 3.141 -0.538 3.631
N 0.581 -2.071 -0.382
C -1.477 -3.386 -0.754
N -2.878 2.040 -1.154
H -1.755 -4.439 -0.735
H -1.831 -2.956 -1.694
O -4.279 0.312 -1.144
N 1.922 -2.272 -0.405
C -2.845 -2.667 4.369
C 0.005 -3.245 -0.644
H -0.415 2.046 -2.424
H -0.219 -2.957 2.305
C 7.714 -2.684 -0.022
C 3.768 -0.918 2.465
C -3.429 -1.521 3.859
C 4.610 -1.921 -1.824
H -1.980 -2.876 0.069
N 1.402 0.657 -0.993
C -4.549 -1.093 -0.896
C -5.674 4.749 -4.021
C 3.559 1.000 -1.327
H 7.634 -3.431 0.768
O -2.088 -0.114 -1.015
H 8.341 -3.088 -0.815
C 0.985 -4.228 -0.818
C -3.343 2.993 -1.738
H -0.285 3.834 2.456
Tm -0.340 -0.035 0.597
C -3.593 4.364 -5.167
C 2.897 2.092 -1.846
H 3.327 2.954 -2.329
N 5.404 -1.910 0.259
C -5.175 4.141 -2.886
H -1.244 -4.086 4.211
H -5.773 4.068 -1.987
C 0.363 2.665 -1.976
H 3.574 -0.467 4.615
H -5.496 -1.298 -1.383
C 1.545 1.830 -1.611
H -3.299 0.022 2.410
H 0.214 -0.704 4.606
N 1.663 -0.460 1.956
C -3.878 3.602 -2.901
C 6.361 -2.323 -0.553
B 2.960 -1.170 -0.047
H -5.285 5.352 -6.046
N 2.650 0.147 -0.832
O -2.111 2.868 2.064
C 0.694 0.164 4.150
H -4.623 -1.248 0.178
C 2.182 -3.567 -0.652
H 6.460 -2.644 -2.770
H -2.977 4.460 -6.052
Br -3.638 -3.540 5.861
H 1.069 0.807 4.947
H 3.196 -3.931 -0.693
C 1.821 -0.261 3.265
O -0.241 1.928 1.306
N 2.869 -0.869 1.467
C -3.080 3.731 -4.050
H 4.612 0.774 -1.284
H 4.777 -1.228 2.265
C 5.909 -2.350 -1.891
H -4.330 -1.122 4.308
H 8.216 -1.812 0.398
N 4.324 -1.661 -0.525
H -1.639 4.869 1.940
C -1.508 1.851 1.464
C -1.692 -3.186 3.808
H -6.682 5.143 -4.013
H 0.653 3.431 -2.695
H -0.073 0.704 3.602
C -1.127 -2.522 2.722
H -3.759 -1.712 -1.305
C -2.826 -0.886 2.774
C -1.351 4.005 2.536
H -2.073 3.334 -4.051
H -0.057 3.157 -1.097

## Properties
**HOMO-LUMO gap (alpha / beta)**: 0.273 / 0.255 Eh
**Spin multiplicity**: 4
**Net charge**: 0



Relative energy (zero: lowest compared OMol25 entry of this formula, charge and spin) readings, ordered: 80.4, 92.2, 49.7 kcal/mol
Maximum force readings, ordered: 0.0779, 0.0100, 0.0372 Eh/bohr